1.
The ion C2H7IN3S with charge +1 at a distorted geometry, computed with wB97M-V/def2-TZVPD.

- highest occupied orbital energy (alpha / beta) (eV) = -11.660 / -13.082
- gap between HOMO and LUMO (alpha / beta) (eV) = 7.941 / 6.589
- total charge = +1
- ΔE to the lowest compared entry with this formula, charge and spin (eV) = 0.000
- multiplicity = 3

Geometry (Å):
C: -1.45881 1.53035 -0.55560
C: 0.70312 -0.47479 -0.16477
N: -0.09953 -1.30617 0.59301
N: -1.34272 -1.39933 0.27604
N: 2.16552 -0.32954 0.39645
S: 0.25640 1.36671 0.00586
I: -2.56766 -2.56969 1.28214
H: -1.47125 2.19755 -1.53798
H: -2.10203 2.05704 0.26179
H: -1.85885 0.53868 -0.79867
H: 0.80312 -0.68552 -1.23042
H: 2.12357 0.47281 1.11156
H: 2.69167 -0.15515 -0.50889
H: 2.15743 -1.24294 0.86947

The computed Mulliken charges, all in e, follow: C -0.69; C -0.15; N -0.01; N -0.40; N -0.36; S -0.10; I 0.33; H 0.30; H 0.29; H 0.26; H 0.40; H 0.38; H 0.40; H 0.35


2.
The ion C2H7INO with charge +1 at a distorted geometry, computed with wB97M-V/def2-TZVPD.

- highest occupied orbital energy (alpha / beta) (eV) = -9.347 / -14.075
- gap between HOMO and LUMO (alpha / beta) (eV) = 5.931 / 6.466
- total charge = +1
- ΔE to the lowest compared entry with this formula, charge and spin (eV) = 2.111
- multiplicity = 3

Geometry (Å):
C: 0.16160 -0.46786 0.57435
C: -0.91909 1.04667 0.47069
N: 0.10073 -1.04384 -0.71949
O: -0.67860 1.66735 -0.68003
I: -2.78144 -0.02032 0.42353
H: 1.18609 -0.09183 0.74226
H: -0.19883 -1.08578 1.46410
H: -0.74182 1.64412 1.33614
H: 0.20136 -0.16979 -1.36689
H: -0.93220 -1.18432 -0.79702
H: 0.59824 -1.90918 -1.03509
H: -0.83628 2.70942 -0.69826

The computed Mulliken charges, all in e, follow: C -0.90; C -0.28; N -0.17; O -0.54; I 0.25; H 0.37; H 0.37; H 0.57; H 0.41; H 0.21; H 0.34; H 0.37


3.
A cluster of 2 separate species, C2H7N in total at a distorted geometry, computed with wB97M-V/def2-TZVPD.

- highest occupied orbital energy (eV) = -10.008
- SMILES = C=C.N
- gap between HOMO and LUMO (eV) = 10.979
- total charge = 0
- ΔE to the lowest compared entry with this formula, charge and spin (eV) = 0.968

Geometry (Å):
C: 1.61596 2.01275 0.93684
C: 1.98251 0.72684 0.80004
H: 0.59145 2.16112 1.22901
H: 2.17507 2.91574 0.65926
H: 1.24741 -0.09931 1.00539
H: 2.93941 0.36377 0.48033
N: -2.58209 -2.10547 -1.51345
H: -1.80516 -2.46836 -0.96841
H: -3.46932 -2.41288 -1.11203
H: -2.69523 -1.09421 -1.51698

The computed Mulliken charges, all in e, follow: C -0.43; C -0.42; H 0.20; H 0.24; H 0.16; H 0.25; N -0.65; H 0.22; H 0.21; H 0.22


4.
The ion C2H7N2 with charge +1 at a distorted geometry, computed with wB97M-V/def2-TZVPD.

- highest occupied orbital energy (eV) = -15.463
- gap between HOMO and LUMO (eV) = 6.539
- total charge = +1
- ΔE to the lowest compared entry with this formula, charge and spin (eV) = 5.937

Geometry (Å):
C: 1.61997 0.39092 0.00510
N: 0.48753 -0.41821 -0.44726
C: -0.84354 0.05288 -0.50799
N: -1.55195 -0.67676 0.69920
H: -2.49958 -0.75709 0.63121
H: 2.44806 -0.32409 0.24935
H: 1.49863 1.07392 0.85762
H: -0.85637 1.19506 -0.43539
H: -1.31022 -0.32420 -1.44399
H: 1.94782 1.07962 -0.74184
H: -0.94035 -1.29204 1.13398

The computed Mulliken charges, all in e, follow: C -0.68; N -0.07; C -0.10; N -0.30; H 0.23; H 0.30; H 0.36; H 0.31; H 0.30; H 0.40; H 0.24


5.
A cluster of 2 separate species, C2H7N2 in total at a distorted geometry, computed with wB97M-V/def2-TZVPD.

- highest occupied orbital energy (alpha / beta) (eV) = -13.789 / -14.742
- gap between HOMO and LUMO (alpha / beta) (eV) = 6.935 / 9.298
- total charge = +1
- ΔE to the lowest compared entry with this formula, charge and spin (eV) = 6.387

Geometry (Å):
C: -1.37390 0.50752 0.30518
C: 1.89191 -0.21184 -0.57312
N: 0.77940 -1.09280 -0.51383
N: -2.23556 0.15212 1.14563
H: -0.83326 1.44842 0.22244
H: 2.48997 -0.32302 -1.50339
H: 1.36784 0.76636 -0.97831
H: 2.55452 -0.07561 0.36527
H: 0.65131 -1.31523 -1.54705
H: -2.53857 0.84358 1.81591
H: -2.75365 -0.69950 1.26128

The computed Mulliken charges, all in e, follow: C 0.13; C -0.61; N -0.36; N -0.17; H 0.30; H 0.32; H 0.24; H 0.27; H 0.29; H 0.29; H 0.28


6.
A cluster of 2 separate species, C2H7N2 in total at a distorted geometry, computed with wB97M-V/def2-TZVPD.

- highest occupied orbital energy (alpha / beta) (eV) = -14.907 / -13.984
- gap between HOMO and LUMO (alpha / beta) (eV) = 8.172 / 5.720
- total charge = +1
- ΔE to the lowest compared entry with this formula, charge and spin (eV) = 4.965

Geometry (Å):
C: -1.07546 -0.07881 0.51250
C: 2.43869 -0.22676 -0.18126
N: -2.17664 -0.13888 -0.21079
N: -0.16101 0.81682 0.48716
H: -1.00256 -0.93447 1.19713
H: 1.73775 -0.22851 0.56933
H: 2.90642 0.76323 -0.30754
H: 2.54012 -1.06964 -0.87192
H: -2.76799 -0.94930 -0.04808
H: -2.46761 0.41139 -0.98567
H: 0.02828 1.63493 -0.16087

The computed Mulliken charges, all in e, follow: C 0.28; C -0.32; N -0.32; N -0.61; H 0.31; H 0.31; H 0.30; H 0.31; H 0.24; H 0.23; H 0.26


7.
A cluster of 2 separate species, C2H7N2O in total at a distorted geometry, computed with wB97M-V/def2-TZVPD.

- highest occupied orbital energy (eV) = -1.417
- gap between HOMO and LUMO (eV) = 5.786
- total charge = -1
- ΔE to the lowest compared entry with this formula, charge and spin (eV) = 2.062

Geometry (Å):
C: -1.34510 -0.03257 1.85917
O: -0.67839 -1.14361 1.28722
H: -0.74528 0.37800 2.66817
H: -2.33313 -0.35242 2.18748
H: -1.49451 0.70139 1.06142
N: 1.95755 -0.12813 -1.90572
C: 0.80977 -0.23816 -1.15180
N: 0.05319 0.84751 -1.12726
H: 2.74151 -0.67654 -1.59436
H: 2.07841 0.80200 -2.33512
H: -0.16715 -0.79873 0.51966
H: -0.87688 0.64127 -1.46887

The computed Mulliken charges, all in e, follow: C -0.55; O -0.47; H 0.18; H 0.21; H 0.26; N -0.38; C -1.02; N -0.76; H 0.27; H 0.44; H 0.60; H 0.23


8.
A structure of composition C2H7N2O at a distorted geometry, computed with wB97M-V/def2-TZVPD.

- highest occupied orbital energy (eV) = -14.767
- gap between HOMO and LUMO (eV) = 11.180
- total charge = +1
- ΔE to the lowest compared entry with this formula, charge and spin (eV) = 3.040

Geometry (Å):
C: 0.18315 1.11945 -0.36555
C: -0.24513 -1.70535 -0.47968
N: 0.19972 2.26267 0.28084
N: -0.03742 0.00279 0.24598
O: -0.36782 0.02423 1.57660
H: 0.37928 1.08372 -1.42782
H: 0.75902 -1.95080 -0.79380
H: -0.94477 -1.53913 -1.28399
H: -0.63623 -2.25499 0.35895
H: 0.41964 3.13665 -0.16301
H: 0.00138 2.26385 1.27516
H: 0.12887 -0.66347 2.04945

The computed Mulliken charges, all in e, follow: C 0.14; C -0.52; N -0.31; N -0.01; O -0.44; H 0.36; H 0.32; H 0.31; H 0.30; H 0.23; H 0.24; H 0.37


| no. | E (a.u.) |
| --- | --- |
| 1 | -940.110983 |
| 2 | -507.608579 |
| 3 | -135.109408 |
| 4 | -189.462206 |
| 5 | -189.445659 |
| 6 | -189.497911 |
| 7 | -265.084543 |
| 8 | -264.819478 |